The following is a DFT calculation (ωB97M-V with the def2-TZVPD basis set) of 5 unconnected molecules or ions with the total composition C22H40ClF5O11S2 at a distorted geometry.

Cartesian coordinates (Å):
O1 1.4852 2.0450 -0.0206
C1 0.6552 1.3087 -0.4914
O2 0.8308 0.6353 -1.6847
C2 -0.2849 -0.1286 -1.9320
O3 -0.3995 -0.8210 -2.9088
C3 -1.2516 0.1139 -0.8249
S1 -2.8539 -0.5930 -0.7229
O4 -2.7851 -1.9256 -1.2246
O5 -3.4181 -0.4666 0.5804
C4 -3.9521 0.3475 -1.8869
F1 -3.6800 0.0215 -3.1385
F2 -5.1780 -0.0858 -1.6074
C5 -3.9646 1.8805 -1.7086
F3 -2.7304 2.3815 -1.7384
F4 -4.6438 2.3936 -2.7276
F5 -4.5509 2.2258 -0.5842
C6 -0.7071 0.9690 0.0344
C7 -1.1914 1.5765 1.2909
C8 -1.2950 0.5122 2.4264
C9 -2.4420 0.8339 3.3912
C10 -3.3624 -0.3486 3.6808
S2 -5.0860 -0.0062 3.2799
O6 -5.6976 -1.2052 2.8134
O7 -5.1990 1.1359 2.4311
Cl1 -5.9108 0.5139 5.0907
H1 -0.4338 2.2916 1.5850
H2 -2.1152 2.1255 1.1622
H3 -0.3597 0.4998 2.9626
H4 -1.3977 -0.4491 1.9455
H5 -1.9892 1.1395 4.3237
H6 -3.0099 1.6732 3.0168
H7 -3.0913 -1.2753 3.1999
H8 -3.3622 -0.5310 4.7479
C11 -1.9241 1.5402 -5.3677
C12 -0.9999 2.0349 -6.4658
C13 -0.6437 0.9001 -7.4087
O8 0.1882 2.5812 -5.8918
H9 -1.4320 0.7548 -4.7859
H10 -2.1700 2.3478 -4.6749
H11 -2.8530 1.1334 -5.7701
H12 -1.4735 2.8485 -7.0162
H13 -0.1292 0.1022 -6.8717
H14 0.0368 1.2444 -8.1874
H15 -1.5295 0.4750 -7.8841
H16 0.6297 1.8770 -5.4060
C14 0.6847 -2.6753 6.0963
C15 1.1904 -1.3219 5.6200
C16 1.8834 -0.5599 6.7360
O9 0.1009 -0.5500 5.1043
H17 -0.0474 -2.5508 6.8993
H18 0.1877 -3.2070 5.2839
H19 1.5020 -3.2940 6.4681
H20 1.8832 -1.4594 4.7903
H21 1.1882 -0.3705 7.5597
H22 2.2349 0.4051 6.3730
H23 2.7360 -1.1177 7.1253
H24 -0.5249 -0.4125 5.8224
C17 2.1369 -3.2908 -4.8035
C18 2.6959 -1.9439 -5.2356
C19 3.3146 -1.1963 -4.0638
O10 1.6636 -1.1544 -5.8263
H25 1.3484 -3.1556 -4.0582
H26 1.6945 -3.8111 -5.6532
H27 2.9150 -3.9236 -4.3738
H28 3.4474 -2.0921 -6.0118
H29 2.5605 -0.9989 -3.2964
H30 3.7069 -0.2324 -4.3895
H31 4.1266 -1.7686 -3.6124
H32 0.9895 -1.0141 -5.1509
C20 5.4423 0.9707 3.2486
C21 4.2153 0.0731 3.2146
C22 3.7471 -0.1750 1.7894
O11 3.1592 0.6591 3.9784
H33 5.2141 1.9465 2.8119
H34 5.7621 1.1416 4.2767
H35 6.2717 0.5299 2.6943
H36 4.4467 -0.8788 3.6949
H37 3.4665 0.7655 1.3079
H38 2.8641 -0.8174 1.7855
H39 4.5256 -0.6502 1.1912
H40 2.9383 1.5029 3.5719

The calculation puts the LUMO energy at -0.0837 Eh. As for the HOMO energy: -10.05 eV.

Atom charges from the Mulliken analysis, given in e for atoms 1 to 4: -0.55 -0.56 -0.20 0.24

=====

The following is a DFT calculation (ωB97M-V with the def2-TZVPD basis set) of a molecular structure, C22H41Cl3N3O5SiZn at a distorted geometry.

Cartesian coordinates (Å):
C1 2.0744 -1.7202 -0.9044
C2 2.0421 -0.7509 -2.0662
H1 1.6392 -2.6856 -1.1896
H2 1.5585 -1.3935 0.0020
H3 3.1137 -1.9409 -0.6058
C3 2.1614 -1.1919 -3.3275
C4 2.5181 -2.5891 -3.6389
H4 2.0925 -0.5242 -4.1839
H5 1.8668 -3.3014 -3.1311
H6 3.5222 -2.8060 -3.2658
H7 2.4599 -2.7898 -4.7051
Zn1 1.2651 1.4157 1.2234
Cl1 3.0121 1.4343 2.9561
Cl2 2.1939 3.4075 0.4007
H8 -3.3541 2.5811 4.4947
H9 -1.9259 2.3022 6.5350
C5 -2.5511 2.3782 3.7808
C6 -1.5561 1.4796 5.9029
N1 -1.3759 1.9533 4.5324
H10 -2.3318 3.2895 3.2061
C7 -0.2175 1.8320 3.8734
O1 -0.1615 1.9473 2.6201
H11 -0.5768 1.1481 6.2709
H12 0.6791 1.6302 4.4842
H13 -2.8833 1.6063 3.0665
H14 -2.2797 0.6447 5.9272
H15 -0.4140 -2.3746 0.8206
H16 -0.2096 -3.4844 -2.2684
C8 -0.6670 -3.4488 0.7659
C9 -0.4814 -4.3076 -1.5813
N2 -1.3024 -3.8346 -0.4873
H17 -1.3591 -3.6624 1.5961
C10 -2.6415 -3.6729 -0.6817
O2 -3.1985 -3.8052 -1.7767
H18 -1.0403 -5.0538 -2.1637
H19 -3.1730 -3.3954 0.2568
H20 0.2624 -4.0228 0.8881
H21 0.4407 -4.7273 -1.1594
O3 1.5555 0.8878 -0.4832
C11 1.8693 0.7829 -1.7879
C12 0.2577 1.0051 -3.8760
C13 0.9869 1.5883 -2.8250
H22 0.0916 -0.0758 -3.8925
C14 -0.2698 1.7844 -4.9185
H23 2.8903 1.2103 -1.9918
C15 0.9433 2.9802 -2.7252
H24 -0.7405 1.2994 -5.7757
C16 -0.1554 3.1775 -4.8826
C17 0.4023 3.7753 -3.7458
H25 1.3270 3.4367 -1.8043
H26 -0.4631 3.7900 -5.7358
H27 0.4537 4.8648 -3.6658
Si1 -3.0504 1.0178 -0.9266
Cl3 -3.6728 0.2789 0.8290
C18 -2.2227 -0.3659 -1.9501
C19 -3.2452 2.3948 -2.2021
C20 -1.8987 2.2174 0.1175
H28 -1.8517 0.1530 -2.8350
H29 -2.8104 -1.2377 -2.3026
H30 -1.3393 -0.7519 -1.4173
H31 -1.5205 1.6829 0.9972
H32 -2.5083 3.0867 0.4461
H33 -1.0350 2.5556 -0.4627
H34 -3.3188 2.0546 -3.2355
H35 -2.2928 2.9469 -2.1799
H36 -4.0165 3.1528 -2.0601
N3 3.5348 -0.9768 4.5120
C21 2.0946 -1.1985 4.2641
C22 2.0014 -1.2767 2.7203
O4 3.0482 -1.6977 2.1888
O5 0.8998 -0.9255 2.1701
H37 4.0653 -1.5997 3.8862
H38 3.7911 -1.0954 5.4871
H39 3.6814 0.0152 4.1966
H40 1.7961 -2.1403 4.7413
H41 1.5199 -0.3644 4.6587

The calculation puts the LUMO energy at 0.0674 Eh. The calculation puts the energy above the lowest of the compared OMol25 structures with the same formula, charge and spin at 52.3 kcal per mole. As for the charge: -1. As for the HOMO energy: -4.12 eV.

Atom charges from the Mulliken analysis, given in e for atoms 1 to 4: -0.22 1.07 0.04 -0.72

=====

The following is a DFT calculation (ωB97M-V with the def2-TZVPD basis set) of 3 unconnected molecules or ions with the total composition C22H41N3O12P at a distorted geometry.

Cartesian coordinates (Å):
C1 -3.9537 2.3047 0.0818
C2 -3.4052 2.1225 -1.4526
O1 -3.8243 2.7995 -2.5247
O2 -2.2935 1.1365 -1.6588
C3 -1.1276 2.0367 -1.9472
O3 -0.5431 1.8287 -3.1551
C4 -0.6076 3.2027 -0.9181
C5 0.3997 2.6204 0.2586
C6 1.1688 1.1799 0.1077
N1 2.1199 0.7211 1.2057
C7 2.3906 1.5342 2.4589
P1 3.6653 0.8419 3.7509
O4 3.1763 0.9817 5.2491
O5 5.1542 1.7550 3.4470
O6 4.0132 -0.8133 3.2619
C8 1.6470 2.9991 2.7682
C9 0.5974 3.5593 1.5997
C10 -0.1616 5.0326 1.8124
O7 -0.8565 5.3689 2.9056
O8 -0.0270 6.0651 0.7454
H1 -4.7232 3.2026 0.1059
H2 -4.3718 1.3087 0.5331
H3 -3.0158 2.6177 0.7473
H4 -1.4527 3.7942 -0.3658
H5 -0.0242 4.0092 -1.5772
H6 1.0306 0.4675 -0.8129
H7 2.6314 -0.1944 1.0772
H8 5.1658 1.8802 2.4467
H9 4.5102 -0.7023 2.3760
H10 1.8687 3.5870 3.7715
H11 0.8448 6.5641 0.8665
C11 -1.8180 -0.2443 6.4171
O9 -1.6427 -1.5200 5.8149
C12 -2.7972 -2.3617 5.9339
C13 -3.4385 -2.5872 4.5562
N2 -4.0779 -1.3601 4.0639
C14 -4.4817 -1.4325 2.6551
C15 -3.3626 -1.5949 1.6059
O10 -2.5034 -0.4589 1.4954
C16 -1.4323 -0.4362 2.4284
H12 -0.8585 0.2746 6.4013
H13 -2.5387 0.3552 5.8526
H14 -2.1458 -0.3426 7.4575
H15 -3.5220 -1.9711 6.6580
H16 -2.4414 -3.3261 6.3128
H17 -4.1928 -3.3786 4.6334
H18 -2.6531 -2.9237 3.8749
H19 -3.4304 -0.5840 4.1706
H20 -5.0124 -0.4979 2.4372
H21 -5.2105 -2.2422 2.5340
H22 -3.8491 -1.6938 0.6274
H23 -2.7837 -2.5141 1.7425
H24 -1.0789 -1.4388 2.6863
H25 -1.7302 0.1081 3.3259
H26 -0.6021 0.1152 1.9779
C17 3.5286 -3.7717 -6.7602
O11 2.3525 -2.9868 -6.9068
C18 1.2880 -3.4011 -6.0402
C19 1.0175 -2.3275 -4.9752
N3 2.1154 -2.2602 -4.0020
C20 2.0445 -1.0927 -3.1161
C21 2.1746 0.2991 -3.7683
O12 3.4660 0.5617 -4.3197
C22 3.6518 0.0795 -5.6431
H27 4.2319 -3.4809 -7.5419
H28 4.0008 -3.5855 -5.7908
H29 3.3053 -4.8384 -6.8695
H30 1.4802 -4.3807 -5.5868
H31 0.3958 -3.4991 -6.6683
H32 0.0860 -2.5664 -4.4493
H33 0.8880 -1.3727 -5.4908
H34 2.9994 -2.2276 -4.5024
H35 2.8627 -1.2024 -2.3941
H36 1.1120 -1.1367 -2.5418
H37 2.0358 1.0426 -2.9734
H38 1.3859 0.4993 -4.5010
H39 2.7288 0.0975 -6.2298
H40 4.0709 -0.9276 -5.6183
H41 4.3858 0.7218 -6.1379

The calculation puts the LUMO energy at -0.2347 Eh. As for the charge: +1. As for the HOMO energy: -10.84 eV.

Atom charges from the Mulliken analysis, given in e for atoms 1 to 4: -0.29 0.47 -0.50 -0.20

=====

The following is a DFT calculation (ωB97M-V with the def2-TZVPD basis set) of 3 unconnected molecules or ions with the total composition C22H41O6PSi at a distorted geometry.

Cartesian coordinates (Å):
C1 -0.5651 -0.4118 7.0607
Si1 -1.0399 0.7932 5.6271
C2 -0.0043 0.1929 4.0696
C3 -2.8920 0.6636 5.1172
C4 -3.2741 1.5543 3.7610
C5 -3.8440 0.6487 2.5186
C6 -2.6983 0.0505 1.5098
C7 -2.7530 -1.6100 1.6933
C8 -2.0985 -2.3708 0.3894
C9 -0.4451 -2.3989 0.4045
C10 0.0534 -2.2421 -1.1677
P1 1.9588 -2.0443 -1.3253
C11 -0.4386 2.6340 5.9328
C12 1.0810 2.7812 6.6156
C13 1.7382 4.2915 6.8998
C14 0.8028 5.5686 6.4730
C15 -0.6950 5.4954 5.7961
C16 -1.3104 3.9700 5.5427
H1 0.6016 -0.4465 7.2097
H2 -1.1129 -0.2036 8.0750
H3 -0.9173 -1.4987 6.7150
H4 -0.1640 1.0366 3.2621
H5 1.1473 0.2551 4.3753
H6 -0.3134 -0.8801 3.7161
H7 -3.6549 0.8867 6.0033
H8 -3.0821 -0.4707 4.7982
H9 -4.1078 2.3388 4.0940
H10 -2.2748 2.1036 3.4538
H11 -4.5615 -0.1817 2.9463
H12 -4.5276 1.3708 1.8623
H13 -1.5994 0.3635 1.7656
H14 -2.8755 0.3558 0.3725
H15 -3.9079 -1.8718 1.7084
H16 -2.2245 -1.8604 2.7162
H17 -2.4276 -1.9068 -0.6425
H18 -2.4901 -3.4914 0.3777
H19 -0.1415 -3.4904 0.7339
H20 0.0350 -1.5572 1.0815
H21 -0.3798 -3.1593 -1.7942
H22 -0.4569 -1.2764 -1.5891
H23 2.3169 -1.2884 -2.5007
H24 2.5025 -3.3750 -1.4180
H25 1.6700 1.7962 6.8703
H26 2.8341 4.3969 7.3578
H27 1.2566 6.6461 6.6344
H28 -1.3307 6.4410 5.4754
H29 -2.3711 3.8915 5.0535
C17 4.4457 -1.9934 -8.2954
O1 4.5507 -3.1579 -7.4786
C18 3.7229 -3.1622 -6.4035
O2 2.9334 -2.2806 -6.1026
O3 3.9255 -4.3174 -5.7210
C19 3.1158 -4.4603 -4.5557
H30 5.1514 -2.0971 -9.1241
H31 3.4371 -1.9031 -8.7113
H32 4.7126 -1.0972 -7.7260
H33 2.0539 -4.4688 -4.8221
H34 3.3295 -3.6629 -3.8368
H35 3.3609 -5.4185 -4.0892
C20 -1.0613 2.7164 -7.7647
O4 -0.7084 2.1295 -6.5136
C21 0.3579 1.2922 -6.5706
O5 1.0038 1.0206 -7.5707
O6 0.5812 0.8095 -5.3223
C22 1.6824 -0.0921 -5.2300
H36 -1.9253 3.3663 -7.6014
H37 -0.2388 3.3276 -8.1501
H38 -1.3431 1.9441 -8.4876
H39 2.6147 0.4068 -5.5140
H40 1.5102 -0.9767 -5.8515
H41 1.7686 -0.4149 -4.1888

The calculation puts the LUMO energy at 0.0076 Eh. As for the HOMO energy: -8.46 eV.

Atom charges from the Mulliken analysis, given in e for atoms 1 to 4: -0.87 -0.15 -0.69 -0.38